(1)
Entry from the OMol25 dataset: C22H58N3Na3O9 as an isolated structure (ωB97M-V/def2-TZVPD).

```
95
Properties=species:S:1:pos:R:3:forces:R:3
Na 22.22025 20.37955 31.97384 -0.6 8.3 3.4
Na 20.64056 18.58519 30.05114 -0.2 0.5 2.6
Na 23.93986 19.14823 30.69884 -7.6 10.8 -0.4
C 22.27098 16.47690 31.59477 0.9 -0.4 1.3
C 21.96885 17.79848 32.38449 -0.7 -2.2 -2.2
O 22.14936 18.79229 31.42369 -1.1 -5.0 -0.8
H 23.32230 16.45378 31.30792 -0.5 0.6 -0.4
H 21.66922 16.36672 30.69263 -0.2 0.0 0.6
H 22.30780 15.53385 32.14012 -1.0 0.0 0.5
H 22.61076 17.90962 33.25839 -0.7 -0.4 -0.4
H 20.91123 17.76088 32.64553 0.3 0.3 0.3
C 23.94253 19.51333 34.49327 -1.1 -0.1 0.9
O 25.01294 19.93283 33.71376 -0.7 5.1 1.1
H 23.20576 20.30985 34.38917 -0.7 -0.3 0.8
H 23.57197 18.56537 34.10321 0.0 0.2 0.5
H 24.17363 19.31558 35.53997 0.4 0.5 -0.1
H 24.57678 20.16745 32.89137 0.9 1.3 0.4
C 23.13059 17.12808 28.75262 -0.4 -3.2 -0.2
O 23.27238 18.47135 29.13379 -1.4 -0.8 -4.0
H 23.92204 16.48183 29.13219 -0.5 1.1 -0.4
H 22.28570 16.60152 29.19648 -0.3 0.8 -0.3
H 23.06946 16.82041 27.70874 0.5 1.1 -0.2
H 22.53649 18.99667 28.81114 -0.1 -0.2 -0.8
C 28.29185 17.42094 29.31227 -0.1 -0.5 0.4
O 27.17264 17.65727 28.45959 0.1 -0.2 1.3
C 26.04736 16.82112 28.79587 -0.3 1.2 -0.7
C 25.54727 16.72811 30.27018 2.0 0.6 -0.4
N 25.10503 18.05685 30.73663 9.1 -9.6 -0.2
C 24.90888 18.08252 32.14470 3.2 -1.8 2.0
C 26.22425 18.28284 32.93263 0.4 -2.9 0.7
O 26.95014 17.05440 33.01028 0.6 0.3 0.3
C 28.18705 17.16320 33.77084 0.2 -0.6 -0.6
H 29.16719 18.04106 29.11908 -0.4 0.1 -0.6
H 28.57114 16.36947 29.24515 0.3 -0.1 0.0
H 28.01414 17.61243 30.34876 0.0 0.0 0.3
H 26.14625 15.83128 28.35029 0.2 -0.2 0.2
H 25.30323 17.36886 28.21764 -0.1 -0.4 0.0
H 26.33287 16.26731 30.86899 0.0 0.1 0.3
H 24.64344 16.12743 30.37208 0.9 -0.5 -0.1
H 25.71791 18.80127 30.43610 1.2 -0.4 -0.2
H 24.50845 17.12902 32.48907 -0.1 0.3 -0.1
H 24.33810 18.92968 32.52499 -0.5 -2.0 -1.3
H 25.87139 18.55870 33.92636 1.9 -1.1 -0.3
H 26.81694 19.01760 32.38769 0.2 0.6 0.5
H 28.83631 17.94737 33.38145 -0.1 0.1 -0.2
H 28.70355 16.20833 33.67308 -0.1 0.0 -0.5
H 28.17154 17.27144 34.85535 -1.1 0.4 0.1
C 21.09257 13.00935 36.68400 -0.2 0.9 -2.1
O 21.17989 14.41997 36.37160 0.6 0.5 1.3
C 21.07641 14.86241 35.04611 0.3 -1.1 -0.4
C 21.21269 16.38173 34.97623 -1.2 -0.2 -0.8
N 20.15202 16.98360 35.84155 1.3 -0.5 -0.2
C 18.78702 17.05943 35.31942 0.7 0.6 0.0
C 18.68189 17.98832 34.10149 -0.1 0.1 1.3
O 17.33840 18.01158 33.71107 -1.5 1.0 -0.4
C 16.62609 19.12418 34.34710 0.9 -0.2 0.5
H 21.74349 12.50632 35.96891 0.4 -0.4 0.3
H 20.09455 12.68829 36.38573 -0.3 -0.3 0.6
H 21.36208 12.80776 37.72074 -0.2 0.3 -0.3
H 20.13047 14.48910 34.65377 -0.6 0.4 -0.2
H 21.79203 14.38477 34.37690 0.7 -0.2 0.1
H 21.14646 16.67525 33.92858 -0.5 -0.5 0.5
H 22.21360 16.72861 35.23305 0.0 -0.2 0.7
H 20.17963 16.16187 36.42815 -0.8 0.6 1.7
H 18.13866 17.42270 36.11677 0.2 0.2 0.1
H 18.36302 16.07809 35.10659 -0.1 -0.2 -0.6
H 19.36504 17.62694 33.33285 -0.7 0.5 0.2
H 18.98558 19.02299 34.26065 0.4 0.1 0.7
H 16.61990 19.02658 35.43270 0.2 -0.3 0.2
H 15.57597 19.27812 34.09879 0.2 -0.7 -0.8
H 17.16658 20.05349 34.16724 0.0 0.1 -0.3
C 18.79183 16.11347 31.82201 0.7 0.7 0.7
O 18.76762 17.48109 31.30940 -0.6 -0.9 -2.4
C 18.09087 17.62077 29.98739 0.9 0.3 0.4
C 18.86062 17.08549 28.70958 -1.4 0.3 1.6
N 20.04442 17.83019 28.36329 0.1 0.3 -2.6
C 20.73906 17.36159 27.16017 -0.6 -1.6 -0.2
C 20.01435 17.52220 25.78983 -0.4 -0.6 0.7
O 19.64671 16.23976 25.20979 1.8 1.1 1.1
C 20.72933 15.52299 24.57735 -0.3 0.8 -2.1
H 18.95744 16.25698 32.88976 -0.3 -0.7 -0.4
H 19.70802 15.61644 31.50316 -0.3 -0.4 -0.6
H 17.88077 15.52069 31.74017 0.0 0.3 -0.6
H 17.93456 18.69357 29.87444 0.1 0.3 0.1
H 17.07977 17.21594 30.03101 0.2 -0.4 0.0
H 18.19694 17.25308 27.86132 -0.6 -1.2 0.2
H 19.12658 16.07075 29.00567 -0.1 -0.3 -0.9
H 19.72679 18.69117 27.94147 -0.7 0.9 0.5
H 20.85632 16.28678 27.29849 0.4 -0.1 -0.2
H 21.72380 17.82595 27.21244 -0.5 0.1 -0.8
H 20.66340 18.26041 25.31877 0.1 -0.7 -1.5
H 19.05055 18.03082 25.81222 -0.1 0.1 0.6
H 20.61457 14.43906 24.58035 -0.4 0.3 0.4
H 21.77918 15.78202 24.71454 0.0 0.3 1.5
H 20.66782 15.88977 23.55276 -0.2 -0.6 -0.5
```
Forces are in eV/Å.

Output
gap between HOMO and LUMO = 5.9 eV
HOMO energy = -0.484 Ha
maximum force = 13.21 eV/A
charge = +2

Atomic partial charges in e from the Löwdin method, atoms 1 to 8: 0.679, 0.449, 0.298, -0.016, -0.316, -0.461, 0.039, 0.063



(2)
Entry from the OMol25 dataset: a 10-piece molecular cluster, C22H58O24S3 overall (ωB97M-V/def2-TZVPD).

```
107
Properties=species:S:1:pos:R:3:forces:R:3
C 0.05258 2.42292 5.16198 -0.4 -0.1 -2.1
C 0.97489 1.94574 6.28341 1.3 -0.5 -0.8
C 2.43780 1.81942 5.72004 -0.7 0.2 -0.8
S 2.24214 1.15486 3.97304 -1.2 2.1 0.1
O 2.09221 -0.29984 4.06778 1.0 0.6 -0.6
O 3.13467 1.91336 3.02149 -1.5 -2.4 1.8
C 0.48462 1.79797 3.74508 0.9 -0.1 0.9
H -0.07434 3.49596 5.01856 0.6 0.1 0.3
H -0.96365 2.07203 5.34158 0.0 -0.1 0.1
H 0.59343 0.96991 6.58398 0.3 0.0 0.4
H 1.04292 2.63210 7.12744 -0.4 -0.1 0.0
H 3.16120 1.21026 6.26198 -0.3 -0.2 0.0
H 2.85275 2.82414 5.63971 0.1 0.0 -0.3
H -0.16385 0.98163 3.42701 0.3 -0.3 0.3
H 0.56360 2.41960 2.85321 -0.1 0.7 0.5
C 3.99262 -2.54296 0.79842 -1.4 0.1 -0.9
C 4.98735 -3.03428 -0.21616 0.5 -1.0 -1.7
O 6.22371 -2.39948 0.04431 1.5 1.5 0.8
S 5.96798 -1.10446 0.97770 -0.1 0.0 1.4
O 5.39507 -0.06959 0.15330 0.6 -0.9 0.8
O 6.98948 -0.82229 1.97784 -1.9 -0.9 -2.5
O 4.75713 -1.92048 1.74476 1.3 1.8 1.9
H 3.36502 -3.31689 1.24028 0.3 -0.2 0.2
H 3.31967 -1.81557 0.34439 -0.2 0.0 -0.2
H 4.70922 -2.75501 -1.23240 -0.2 -0.2 0.0
H 5.25677 -4.08997 -0.18402 -0.5 -0.1 0.1
C -1.62725 0.64112 -4.12587 -0.3 -0.2 2.4
C -2.98857 0.44204 -4.62521 -1.0 1.4 -0.4
O -3.54772 -0.57281 -3.75814 0.4 -1.0 0.0
S -2.42658 -1.74399 -3.44888 -0.6 -0.4 -1.0
O -2.52461 -2.85026 -4.43226 0.5 2.8 2.5
O -2.44022 -2.10811 -2.00897 0.3 1.5 -3.6
O -1.21524 -0.70559 -3.95277 1.4 -3.1 0.3
H -1.66508 0.94497 -3.07976 -0.3 1.1 0.0
H -0.97314 1.34277 -4.64347 0.2 -0.8 -0.4
H -2.98795 0.23301 -5.69498 -0.2 -0.8 0.1
H -3.52822 1.38256 -4.51432 -0.5 -0.3 0.3
C -0.61072 -0.00523 -0.03393 0.9 -1.3 -0.1
C 0.54151 -0.51308 -0.85314 -0.2 0.0 -2.2
O 0.72813 -1.96139 -0.78383 -0.3 1.0 1.6
O -0.26648 -0.36735 1.29382 -1.1 0.3 1.4
H -1.54491 -0.47125 -0.34730 0.0 -0.2 0.2
H -0.74284 1.06990 -0.15533 0.3 0.1 0.2
H 1.41356 0.08311 -0.58444 0.5 -0.4 0.4
H 0.36865 -0.24441 -1.89528 -0.1 -0.2 -0.2
H 1.14598 -2.31847 -1.57092 -0.1 0.2 -0.8
H 0.61544 -0.73970 1.36564 0.1 0.2 -0.3
C -5.35478 1.98260 -0.42906 0.4 0.0 0.0
C -3.85095 2.31276 -0.34945 -0.3 1.7 -0.7
O -3.72100 3.73816 -0.37028 -1.0 0.4 0.6
O -5.56943 0.61483 -0.58389 0.2 -1.1 -0.7
H -5.74407 2.45430 -1.33131 0.0 0.2 0.1
H -5.96918 2.28642 0.41847 0.4 0.7 0.2
H -3.36365 2.03847 -1.28508 0.0 -1.1 0.1
H -3.34675 1.91497 0.53126 0.0 -0.4 0.1
H -2.85352 4.00766 -0.68086 0.2 -0.6 0.3
H -5.40416 0.15336 0.24153 -0.2 0.1 0.3
C 1.35075 -3.59813 -5.90840 0.8 1.9 0.8
C 1.99828 -3.44118 -4.51580 1.0 0.0 -1.0
O 1.05803 -3.11934 -3.50190 0.2 -0.1 -0.2
O 0.28591 -4.44174 -5.71199 -1.4 -0.8 -0.5
H 1.98086 -3.89128 -6.74812 0.6 -0.5 0.4
H 1.01362 -2.60781 -6.21451 -0.3 0.3 0.1
H 2.74200 -2.64435 -4.52317 0.1 -0.1 0.0
H 2.48574 -4.39203 -4.30050 0.2 -0.1 0.3
H 0.47350 -3.88068 -3.51902 -0.7 0.0 0.1
H -0.41053 -4.03937 -6.23608 -0.6 -0.6 0.2
C -3.44105 -1.70535 1.46179 -0.2 0.7 0.8
C -4.01277 -0.67009 2.42276 1.4 0.9 -1.1
O -5.38108 -0.41750 2.11531 0.3 -0.2 0.5
O -3.95908 -2.94559 1.87857 0.3 -0.8 -0.4
H -2.35259 -1.65347 1.43624 0.1 -0.5 0.6
H -3.69740 -1.45402 0.43260 -0.5 0.0 -0.1
H -3.39617 0.20928 2.23675 -0.4 0.7 -0.1
H -3.83627 -0.86580 3.48043 -0.2 -0.6 0.0
H -5.89856 -0.85460 2.79558 -0.3 0.2 -0.1
H -4.90573 -2.79886 1.81603 -0.3 -0.5 0.0
C 0.59565 -4.07015 2.85727 0.3 -0.6 -2.8
C 0.40099 -5.52984 3.43859 -1.1 -0.9 0.4
O -0.93415 -5.98108 3.45293 2.4 0.3 -0.6
O 0.24216 -4.20258 1.46197 -1.1 -0.7 2.8
H 1.65109 -3.80337 2.91180 -0.1 0.4 0.4
H -0.05133 -3.41664 3.44245 -0.3 0.1 -0.2
H 0.79337 -5.32638 4.43495 -0.2 0.2 0.8
H 1.06791 -6.31436 3.08103 -0.5 0.2 -0.8
H -1.51688 -5.32096 3.83536 -0.5 0.5 0.3
H 0.55093 -3.50899 0.87444 0.9 1.0 -0.7
C -0.78370 4.87494 -1.76077 0.1 1.1 -1.3
C -1.76680 4.92014 -2.91641 -0.3 0.3 -1.1
O -1.29248 4.32299 -4.14805 -0.7 -0.8 0.6
O -1.03954 3.74764 -0.97650 0.2 -0.5 0.2
H -0.83404 5.82233 -1.22410 -0.4 -0.1 0.6
H 0.21363 4.91399 -2.19885 0.3 -0.5 0.1
H -2.17795 5.90152 -3.15292 0.7 0.5 0.1
H -2.69928 4.43321 -2.63096 0.2 -0.7 -0.2
H -0.46228 4.66874 -4.48394 0.0 0.5 0.4
H -0.23648 3.26181 -0.77486 0.3 0.1 0.3
C 3.56736 2.96274 -0.84396 0.3 0.9 1.3
C 2.71327 3.80212 0.15697 0.6 -1.7 0.2
O 1.68187 2.89690 0.66960 -0.4 1.0 -1.3
O 4.54938 3.70915 -1.56228 -0.9 -0.4 -0.7
H 2.82394 2.50686 -1.49787 0.3 0.3 -0.7
H 4.03588 2.12861 -0.32164 0.1 -0.1 0.2
H 2.36905 4.67973 -0.39022 -0.8 -0.2 0.3
H 3.22465 4.09428 1.07416 0.6 0.4 -0.4
H 2.17368 2.22031 1.14072 0.2 -0.1 0.4
H 5.10191 4.28783 -1.03178 -0.2 -0.3 0.5
```
Forces are in eV/Å.

Output
spin multiplicity = 2
gap between HOMO and LUMO (spin up / spin down) = 8.5 / 2.0 eV
HOMO energy (spin up / spin down) = -0.415 / -0.415 Ha
maximum force = 3.95 eV/A
charge = +1

Atomic partial charges in e from the Löwdin method, atoms 1 to 8: -0.187, -0.203, -0.184, 0.768, -0.380, -0.370, -0.168, 0.110



> Among the records above, which one has the highest maximum force?

C22H58N3Na3O9